Below is a molecular structure, C5H8O, with properties calculated with the ωB97M-V functional and the def2-TZVPD basis.

Summary:
- calculated total energy (a.u.) = -270.3742
- strongest force on any atom (eV/A) = 0.42
- ΔE to the lowest compared entry with this formula, charge and spin (kJ/mol) = 482.24

```
14
Properties=species:S:1:pos:R:3:forces:R:3
C -1.7279 -0.7048 0.0810 0.0 0.0 0.0
C -0.7492 0.3769 -0.3052 -0.3 -0.1 -0.2
O -0.2730 1.1118 0.8511 0.0 0.1 0.1
C 1.0813 0.8448 0.5678 0.3 0.2 0.2
C 1.2974 -1.0692 0.1188 0.0 0.1 -0.3
C 0.6892 -0.0393 -0.6838 0.0 -0.2 -0.1
H -2.5777 -0.2664 0.6143 0.1 0.0 -0.1
H -1.2324 -1.4330 0.7276 -0.1 0.1 -0.1
H -2.1052 -1.2143 -0.8129 0.1 0.1 0.1
H -1.1854 1.0806 -1.0265 0.1 -0.1 0.1
H 1.7058 1.7060 0.3105 -0.2 -0.1 -0.1
H 2.3755 -1.0506 -0.1460 -0.2 -0.1 0.0
H 1.5653 0.2726 1.3842 0.1 0.2 0.1
H 1.0888 0.2866 -1.6478 0.0 0.0 0.2
```
Positions in Å, forces in eV/Å.

---

Below is a molecular structure, C5H8O, with properties calculated with the ωB97M-V functional and the def2-TZVPD basis.

Summary:
- calculated total energy (a.u.) = -270.3528
- strongest force on any atom (eV/A) = 0.32
- ΔE to the lowest compared entry with this formula, charge and spin (kJ/mol) = 538.46

```
14
Properties=species:S:1:pos:R:3:forces:R:3
C 1.4223 -0.5348 -0.9166 0.0 0.0 0.0
C 0.1537 -0.0006 -0.3216 0.3 0.1 -0.1
C -0.7435 -0.8027 0.6325 -0.1 -0.1 0.2
C -1.3059 -0.2136 -0.5938 -0.1 -0.2 -0.1
O -1.5437 1.1901 -0.3248 0.1 0.2 0.0
C -0.2320 1.4653 -0.2100 -0.1 -0.3 -0.1
H 1.3462 -1.6078 -1.1220 0.0 0.1 0.0
H 2.2585 -0.3820 -0.2256 -0.1 0.0 -0.1
H 1.6606 -0.0224 -1.8533 0.0 -0.1 0.1
H -0.5528 -1.8737 0.5990 0.0 0.2 0.0
H -1.0260 -0.4068 1.6054 0.0 0.0 -0.2
H -1.8493 -0.6747 -1.4095 0.1 0.0 0.1
H 0.2951 1.9628 2.6237 0.0 0.0 0.0
H 0.2556 2.1453 1.8996 0.0 0.0 0.2
```
Positions in Å, forces in eV/Å.

---

Below is a gas-phase ion, C5H8O (charge +1) at a distorted geometry, with properties calculated with the ωB97M-V functional and the def2-TZVPD basis.

Summary:
- calculated total energy (a.u.) = -270.1368
- total charge = +1
- spin multiplicity = 2
- strongest force on any atom (eV/A) = 2.23
- ΔE to the lowest compared entry with this formula, charge and spin (kJ/mol) = 224.15

```
14
Properties=species:S:1:pos:R:3:forces:R:3
O -1.5469 -1.0525 1.4531 0.1 0.0 0.3
C -1.4295 -0.1076 0.7280 -0.6 -0.1 -0.2
C -1.1542 -0.3446 -0.7270 1.7 -0.4 -0.9
C 0.5062 -0.3451 -0.9555 -1.2 0.8 -1.1
C 1.2197 0.5011 -0.0115 -0.7 -2.1 0.4
C 2.2878 1.3073 -0.2867 0.5 1.2 -0.2
H -1.4986 0.9181 1.1169 0.0 0.3 -0.1
H -1.4569 0.3115 -1.5382 -0.5 0.6 0.6
H -1.4749 -1.3478 -0.9923 -0.1 -0.1 0.2
H 0.7209 -0.0351 -1.9813 0.1 0.2 0.0
H 0.6546 -1.4279 -1.0421 0.6 0.0 1.0
H 0.9416 0.3820 1.0359 0.1 0.1 0.1
H 2.9891 1.5517 0.5046 0.0 -0.1 0.0
H 2.4370 1.8281 -1.2284 0.0 -0.3 -0.2
```
Positions in Å, forces in eV/Å.

---

Below is C5H8O2 in the gas phase at a distorted geometry, with properties calculated with the ωB97M-V functional and the def2-TZVPD basis.

Summary:
- calculated total energy (a.u.) = -345.7495
- strongest force on any atom (eV/A) = 2.44
- ΔE to the lowest compared entry with this formula, charge and spin (kJ/mol) = 145.60

```
15
Properties=species:S:1:pos:R:3:forces:R:3
O -2.1814 -0.5097 -2.2839 0.4 0.2 0.3
C -1.4047 -0.1943 -1.4235 -0.4 -0.2 -0.2
C -0.9316 1.1513 -0.8802 -0.1 0.1 0.2
C 0.1704 0.3713 -0.0849 -0.6 -0.4 0.6
C 0.5849 0.6351 1.3908 -1.9 1.2 -1.0
O 0.7638 -0.5623 2.0733 0.7 -0.7 0.5
C -0.5036 -0.9807 -0.4832 0.2 -0.2 -0.2
H -1.7366 1.6030 -0.2912 0.2 0.0 0.1
H -0.5975 1.8617 -1.6432 0.0 0.0 0.2
H 1.0474 0.4320 -0.6794 1.0 0.1 -0.5
H -0.1784 1.2592 1.9136 0.2 -0.3 -0.4
H 1.4666 1.2418 1.3321 0.8 0.3 0.2
H 1.4092 -0.4153 2.7816 -0.3 -0.2 -0.3
H -1.0435 -1.5629 0.2671 0.1 0.3 0.1
H 0.1695 -1.6617 -1.0111 -0.1 -0.1 0.1
```
Positions in Å, forces in eV/Å.

---

Below is 2 unconnected molecules or ions with the total composition C5H8O2 at a distorted geometry, with properties calculated with the ωB97M-V functional and the def2-TZVPD basis.

Summary:
- calculated total energy (a.u.) = -345.6202
- strongest force on any atom (eV/A) = 6.16
- ΔE to the lowest compared entry with this formula, charge and spin (kJ/mol) = 485.20

```
15
Properties=species:S:1:pos:R:3:forces:R:3
C -1.0489 -0.9472 2.2470 5.7 2.2 0.9
C -1.0996 0.0213 1.2886 -0.9 -0.6 -0.3
C 1.5101 -0.7963 -1.0819 2.0 -1.6 2.9
C -0.0995 0.8753 0.7945 0.1 -0.6 1.1
C 1.0018 0.0739 -2.0930 -0.9 -0.8 -3.3
O 2.1854 -1.7882 -0.9408 -1.5 2.1 -1.1
O -0.3523 1.8522 -0.1243 1.7 0.4 0.5
H -1.8072 -1.5535 2.4493 -3.2 -2.3 0.7
H -0.1094 -1.1169 2.9036 -1.6 0.3 -1.3
H -2.1114 -0.0251 0.8519 0.5 0.8 -0.5
H 0.9126 0.8874 1.2943 -1.3 0.3 -1.0
H 0.9647 1.1835 -1.9471 0.9 -1.2 0.0
H -0.0802 -0.1552 -1.9664 0.3 0.0 -0.5
H 1.3460 -0.3631 -3.1560 -0.7 1.5 1.8
H -1.2120 1.8519 -0.5197 -1.0 -0.5 0.1
```
Positions in Å, forces in eV/Å.

---

Below is a molecular structure, C5H8O2 at a distorted geometry, with properties calculated with the ωB97M-V functional and the def2-TZVPD basis.

Summary:
- calculated total energy (a.u.) = -345.7008
- strongest force on any atom (eV/A) = 1.85
- ΔE to the lowest compared entry with this formula, charge and spin (kJ/mol) = 273.44

```
15
Properties=species:S:1:pos:R:3:forces:R:3
C 1.6133 -0.9818 -0.1647 0.0 0.4 0.1
C 0.4319 -0.0394 -0.5076 -0.1 0.2 0.3
O 0.4772 0.0838 -1.8846 -0.5 0.1 0.0
C -0.8453 -0.5245 0.1963 -0.2 -0.2 0.0
C -1.0570 0.6526 1.1441 -0.1 -0.1 0.3
C -0.5094 1.6209 0.1570 0.2 0.2 0.2
O -0.9735 2.6728 -0.1808 1.3 -1.2 -0.4
H 1.5070 -1.8723 -0.8189 -0.2 0.5 0.2
H 2.6000 -0.5779 -0.3922 -0.1 0.2 0.1
H 1.5856 -1.3576 0.8621 0.0 0.3 -0.1
H -0.0668 0.8526 -2.0674 -0.1 0.1 -0.6
H -1.6505 -0.5639 -0.5434 -0.1 -0.1 0.2
H -0.7389 -1.4802 0.7097 0.0 -0.1 -0.2
H -2.0575 0.8292 1.5394 0.0 0.1 -0.1
H -0.3160 0.6859 1.9509 -0.1 -0.4 0.1
```
Positions in Å, forces in eV/Å.

---

Below is C5H8O2 in the gas phase, with properties calculated with the ωB97M-V functional and the def2-TZVPD basis.

Summary:
- calculated total energy (a.u.) = -345.6992
- strongest force on any atom (eV/A) = 0.46
- ΔE to the lowest compared entry with this formula, charge and spin (kJ/mol) = 277.61

```
15
Properties=species:S:1:pos:R:3:forces:R:3
C 3.2108 1.5368 0.4774 -0.3 -0.3 -0.1
C 2.3217 0.8287 0.0843 0.4 0.3 0.1
C 1.2722 -0.0644 -0.4146 0.2 0.0 -0.1
O 0.1501 -0.0045 0.4360 0.0 0.0 0.1
C -0.8748 -0.9003 0.0505 -0.2 -0.1 -0.1
C -2.0919 -0.5366 0.8803 0.1 -0.4 0.0
O -2.4774 0.7968 0.6444 0.1 0.2 0.0
H 4.0043 2.1553 0.8357 -0.2 -0.1 -0.1
H 0.9914 0.2204 -1.4420 0.1 0.0 0.2
H 1.6690 -1.0913 -0.4607 -0.1 0.1 0.0
H -1.1035 -0.7776 -1.0198 0.0 0.0 0.1
H -0.5661 -1.9437 0.2268 -0.1 0.1 0.0
H -2.9367 -1.1761 0.6033 0.1 0.1 0.0
H -1.8651 -0.7090 1.9442 0.0 0.1 -0.2
H -1.6740 1.3248 0.7567 -0.2 0.0 0.0
```
Positions in Å, forces in eV/Å.

---

Below is 2 unconnected molecules or ions with the total composition C5H8O2, with properties calculated with the ωB97M-V functional and the def2-TZVPD basis.

Summary:
- calculated total energy (a.u.) = -345.5751
- strongest force on any atom (eV/A) = 0.46
- ΔE to the lowest compared entry with this formula, charge and spin (kJ/mol) = 603.57

```
15
Properties=species:S:1:pos:R:3:forces:R:3
C 1.0088 0.8454 1.5946 0.1 0.1 0.2
C 1.1832 0.2622 0.1994 0.1 0.2 -0.2
O 0.9752 -1.1162 0.0476 0.1 0.0 0.0
C -0.1342 -1.3218 -0.8225 -0.2 -0.1 -0.1
C -1.3430 -0.6888 -0.2040 0.0 -0.4 -0.3
O -1.1640 0.2397 0.6662 0.0 0.3 0.3
C -0.0383 1.0240 0.5548 0.1 -0.2 0.1
H 0.8479 0.1297 2.3983 0.0 0.1 -0.1
H 1.6242 1.7038 1.8550 -0.1 -0.2 0.0
H 1.9269 0.6814 -0.4790 -0.1 -0.1 0.1
H -0.3021 -2.4015 -0.8977 0.0 0.1 0.0
H 0.0967 -0.9411 -1.8263 0.0 0.0 0.1
H -1.3942 1.1204 -1.6426 0.0 0.1 0.0
H -2.3400 -1.1141 -0.2236 0.1 0.0 0.0
H -0.9469 1.5767 -1.2203 -0.1 0.0 -0.2
```
Positions in Å, forces in eV/Å.